Formula: C2Br2O2
Source: the OMol25 dataset
Level of theory: ωB97M-V with the def2-TZVPD basis set

The HOMO energy is -0.3419 hartree. As for the electronic energy: -146251.77065 eV. Its energy above the lowest of the compared OMol25 structures with the same formula, charge and spin is 143.4 kJ/mol.

Element x y z (Å)
Br 1.506 0.932 1.354
C -0.091 1.002 0.442
C -0.291 -0.789 -0.617
O -1.312 -1.077 -1.091
O -0.986 1.775 0.275
Br 1.175 -1.842 -0.364

Formula: C2H2S2
Source: the OMol25 dataset
Level of theory: ωB97M-V with the def2-TZVPD basis set

The HOMO energy (alpha / beta) is -0.2777 / -0.3278 hartree. As for the electronic energy: -23772.22698 eV. Its energy above the lowest of the compared OMol25 structures with the same formula, charge and spin is 326.8 kJ/mol.

Element x y z (Å)
H 0.429 0.614 -0.735
S -4.172 0.085 1.563
C -0.183 -0.240 -0.745
H 0.163 -0.988 -1.333
C -2.834 -0.323 0.986
S -1.821 0.117 -0.354

Formula: C20H46BNO4P
Source: the OMol25 dataset
Level of theory: ωB97M-V with the def2-TZVPD basis set

As for the charge: -1. The HOMO energy is -0.1310 hartree. As for the electronic energy: -41130.71728 eV.

Element x y z (Å)
H 5.240 4.063 -2.632
H 3.421 0.726 -3.062
C -1.254 -6.318 3.882
C -4.987 -0.706 -1.992
H -0.347 -0.724 -1.363
H 3.534 2.342 2.824
H 4.889 3.337 -0.367
H -2.116 3.139 -3.169
H -4.387 -0.470 -2.869
B -2.065 0.262 -0.345
C -1.785 -4.954 2.027
H -5.656 0.409 -0.291
H -0.363 -2.793 -2.502
H 0.462 -4.465 -0.413
H 2.491 2.921 -3.305
H -1.735 -4.792 0.953
C 3.025 3.166 3.328
H 4.615 6.006 2.724
C -1.437 -0.828 -1.415
H -6.026 -0.569 -2.313
C 3.580 2.889 -3.372
H 0.310 3.188 -1.589
H 1.406 4.521 2.811
H -1.462 1.516 -3.409
H -4.532 1.277 -1.301
O -2.664 -6.414 3.670
H -5.075 -2.301 -0.711
C -3.598 -0.087 0.119
C 4.103 3.081 -1.079
C 4.044 4.192 3.817
C 4.335 4.967 2.539
C 2.224 3.981 2.324
C -3.012 -5.748 2.449
H -0.074 -2.993 0.419
H 0.406 1.437 -1.678
C 4.195 3.870 -2.377
H 4.939 3.750 4.254
C 0.007 2.269 -1.091
H -0.872 -7.296 4.181
C -4.719 0.303 -0.847
H -1.070 -5.610 4.697
H 3.134 3.233 -0.595
N -4.814 -2.116 -1.668
H -3.886 -5.120 2.621
H 0.413 2.175 -0.088
P -1.847 2.085 -1.002
H 5.135 4.490 1.962
H -1.351 0.205 0.657
O -1.758 -2.204 -1.090
C 4.096 1.555 -2.849
H -1.700 -0.624 -2.463
H 5.082 1.319 -3.269
C 0.279 -3.397 -0.526
O 4.224 1.701 -1.436
H -3.185 1.728 -3.054
C -0.817 -3.129 -1.566
H -3.636 -1.149 0.357
O 3.136 4.938 1.768
H -3.857 -2.405 -1.818
H 3.866 3.075 -4.407
C -2.188 2.104 -2.843
H -1.353 -4.055 -1.794
H 1.807 3.376 1.520
H 3.675 4.825 -2.323
H 0.280 -5.277 2.718
C -0.655 -5.818 2.575
H -1.782 -3.978 2.516
H 3.589 4.849 4.562
H 2.405 2.749 4.120
H 1.233 -2.943 -0.782
H -3.271 -6.506 1.702
H -0.463 -6.657 1.901
H -3.784 0.425 1.066

Formula: C8H7N3S
Source: the OMol25 dataset
Level of theory: ωB97M-V with the def2-TZVPD basis set

The HOMO energy is -0.2802 hartree. As for the electronic energy: -23711.50092 eV. As for the SMILES: N#CCN1Nc2ccccc2S1. Its energy above the lowest of the compared OMol25 structures with the same formula, charge and spin is 160.1 kJ/mol.

Element x y z (Å)
H -3.222 0.016 1.283
H 2.885 0.719 -2.154
N -3.356 -2.238 -1.066
C 0.744 0.431 1.045
C 0.584 -0.456 -0.041
H 1.591 2.485 1.608
H 1.513 -1.140 -2.007
C 2.282 0.658 -1.239
C 2.190 1.707 -0.328
S -0.442 0.109 2.299
H 2.791 2.632 -0.387
N -1.165 -1.221 1.319
C -3.177 -1.503 -0.195
C 1.486 1.574 0.889
N -0.351 -1.425 0.189
C 1.408 -0.404 -1.149
H -0.968 -1.841 -0.472
C -2.592 -0.417 0.561
H -2.202 0.314 -0.156

Formula: C5H8N2
Source: the OMol25 dataset
Level of theory: ωB97M-V with the def2-TZVPD basis set

The HOMO energy is -0.3110 hartree. As for the electronic energy: -8294.32180 eV. As for the SMILES: CCc1cnc[nH]1. Its energy above the lowest of the compared OMol25 structures with the same formula, charge and spin is 65.1 kJ/mol.

Element x y z (Å)
H 1.821 0.593 -0.378
N -0.975 -1.213 0.312
C 0.068 -0.478 -0.222
H -2.792 -1.825 -0.532
C 0.723 1.673 0.987
H 0.197 2.312 0.276
H 0.570 -0.132 -2.268
H 0.111 1.622 1.889
C -1.742 -1.665 -0.730
H 1.640 2.213 1.242
C 1.167 0.313 0.449
H -1.245 -0.896 1.232
C -0.048 -0.673 -1.569
N -1.126 -1.505 -1.881
H 1.629 -0.339 1.193

Formula: C5H23B3F3NO4PtS
Source: the OMol25 dataset
Level of theory: ωB97M-V with the def2-TZVPD basis set

As for the spin multiplicity: 3. As for the charge: -2. The HOMO energy (alpha / beta) is -0.0025 / -0.0457 hartree. As for the electronic energy: -39490.50044 eV. Its energy above the lowest of the compared OMol25 structures with the same formula, charge and spin is 368.1 kJ/mol.

Element x y z (Å)
H -0.724 3.448 -1.597
B 1.329 -0.744 -1.802
H 0.351 -1.199 -1.809
H 1.438 -0.160 -2.702
H 1.908 2.598 0.059
O -1.657 -0.626 -1.110
C 2.169 2.355 2.764
H 1.315 -2.114 0.842
H 1.350 -0.158 2.348
H 2.015 -1.576 -1.863
B -1.442 -0.767 2.069
O -4.114 -1.001 -1.011
H -0.479 1.939 -2.398
B 0.601 -2.839 0.483
H 1.477 -0.050 -0.989
H -0.263 -2.339 0.073
H 0.085 1.815 2.442
C -0.072 2.575 -1.612
N 1.424 0.490 1.577
F -2.926 -0.684 -4.035
H -0.537 -1.355 2.058
H 0.939 2.802 -1.951
F -1.520 -2.273 -3.574
C 1.045 1.850 1.928
S -2.778 -1.494 -1.388
H 0.384 -3.391 1.384
H -1.746 -0.669 3.099
H -1.224 0.215 1.678
O 0.019 1.895 -0.367
H 2.201 1.755 3.674
C 0.947 2.558 0.572
Pt -0.091 -0.415 0.115
H -2.144 -1.370 1.515
O -2.423 -2.780 -0.826
H 1.143 -3.392 -0.269
F -3.636 -2.700 -3.730
H 3.149 2.104 2.357
H 0.568 3.568 0.731
H 2.215 3.405 3.053
H 2.433 0.510 1.588
C -2.729 -1.787 -3.377

Formula: C6H12O
Source: the OMol25 dataset
Level of theory: ωB97M-V with the def2-TZVPD basis set

The HOMO energy is -0.3510 hartree. As for the electronic energy: -8463.33599 eV. As for the SMILES: C[C@H]1OCC1(C)C. Its energy above the lowest of the compared OMol25 structures with the same formula, charge and spin is 98.2 kJ/mol.

Element x y z (Å)
H -1.581 -1.163 -1.130
C -0.056 1.061 -1.202
H -1.106 1.353 -1.102
C -0.672 -1.375 -0.549
H 2.002 -0.745 -1.585
H 1.986 -1.451 0.042
H -0.513 1.821 1.738
H 0.134 0.873 -2.266
C -1.075 0.885 1.632
C -0.192 -0.224 1.097
C 1.751 -0.550 -0.536
H -0.218 -2.302 -0.922
O -0.939 -1.433 0.858
H -1.463 0.604 2.616
H -1.930 1.062 0.971
H 0.630 -0.414 1.803
H 0.562 1.916 -0.902
H 2.401 0.259 -0.180
C 0.280 -0.176 -0.383

Formula: CH11NO3
Source: the OMol25 dataset
Level of theory: ωB97M-V with the def2-TZVPD basis set

The HOMO energy is -0.3518 hartree. As for the electronic energy: -8839.67792 eV. Its energy above the lowest of the compared OMol25 structures with the same formula, charge and spin is 860.7 kJ/mol.

Element x y z (Å)
H 1.223 2.436 1.672
H -0.372 -1.286 3.218
N -0.399 -1.006 -1.303
O 0.590 1.717 1.625
H 1.173 0.187 -2.217
H 0.154 -0.802 -3.348
H 1.213 0.590 0.817
H -1.585 -0.207 0.341
H -0.516 0.591 -2.531
H -1.184 0.947 1.234
H 0.789 -0.526 -0.247
H -0.765 -0.733 3.573
O -1.960 0.432 0.933
O 1.557 -0.138 0.213
H -0.099 -1.953 -1.579
C 0.181 -0.249 -2.401

Formula: C4H32NO11
Source: the OMol25 dataset
Level of theory: ωB97M-V with the def2-TZVPD basis set

As for the charge: +1. The HOMO energy is -0.4440 hartree. As for the electronic energy: -28674.17017 eV. Its energy above the lowest of the compared OMol25 structures with the same formula, charge and spin is 270.8 kJ/mol.

Element x y z (Å)
N -1.702 -0.029 0.454
H -1.332 -1.099 -1.399
H 2.411 3.092 0.960
O -0.910 2.716 -0.166
H 3.516 -0.782 1.183
C -0.822 -0.873 -0.453
H 0.736 0.769 -0.684
H 2.245 1.326 3.917
H -1.410 -1.893 -3.618
H 1.760 4.478 0.788
H -1.699 0.961 0.138
H -1.561 -3.654 -2.036
H -0.750 -1.841 0.087
O 1.887 2.005 -2.423
H -1.315 3.537 -0.505
H 0.895 0.759 -3.132
H 1.360 -1.938 0.745
O 1.647 3.536 0.585
H -2.085 -4.567 -0.835
H -0.338 -1.824 4.297
H 0.752 -0.516 -1.669
H -2.028 -3.116 0.782
O 0.500 0.020 -3.660
H -1.671 -3.417 2.238
C 1.545 -0.929 0.386
H -0.510 -3.107 -3.899
H 2.071 0.054 3.120
O -1.866 -3.662 -1.100
H -0.914 0.505 3.571
H -1.320 -0.074 1.394
O -2.287 1.461 -2.421
H 0.375 -0.730 5.043
C 2.702 -0.327 0.605
O -0.045 -0.914 4.176
H 2.304 2.641 -3.028
H -2.664 -0.362 0.503
H 1.959 2.508 -1.595
O -1.541 -2.740 1.551
H -1.037 2.139 3.199
H 3.114 0.628 0.329
O 2.756 0.608 3.502
H -0.109 3.033 0.302
H 1.103 0.069 -4.420
C 0.579 -0.303 -0.561
H -2.410 2.153 -3.098
O -1.424 -2.849 -3.741
H -1.335 1.337 -2.350
O -1.132 1.211 2.939

Formula: CH2F2N2OP
Source: the OMol25 dataset
Level of theory: ωB97M-V with the def2-TZVPD basis set

As for the charge: +1. The HOMO energy is -0.5199 hartree. As for the electronic energy: -20806.79683 eV. Its energy above the lowest of the compared OMol25 structures with the same formula, charge and spin is 625.8 kJ/mol.

Element x y z (Å)
O -0.594 0.590 0.447
C 1.311 1.419 -0.714
P -1.178 -2.309 0.008
F 2.118 1.719 0.256
H -0.328 -2.361 1.209
N -2.230 -1.042 0.808
H 0.560 2.137 -1.139
F 1.581 0.319 -1.285
N -1.239 -0.471 0.410

Formula: C4H5O5S2
Source: the OMol25 dataset
Level of theory: ωB97M-V with the def2-TZVPD basis set

As for the spin multiplicity: 3. As for the charge: -1. The HOMO energy (alpha / beta) is -0.0799 / -0.2216 hartree. As for the electronic energy: -36130.32862 eV. Its energy above the lowest of the compared OMol25 structures with the same formula, charge and spin is 255.8 kJ/mol.

Element x y z (Å)
C -0.813 0.711 0.709
S -0.239 0.948 -0.996
H 1.214 -0.315 -2.250
C 0.786 -0.634 -1.328
O 1.792 0.199 0.947
H 1.466 -0.755 -0.514
O 0.368 0.099 2.989
H -1.228 -0.215 0.726
O 0.902 2.245 2.047
C -0.239 -1.691 -1.179
O 0.594 2.074 -1.371
S 0.788 0.833 1.813
H -1.568 1.368 1.022
C -0.899 -2.510 -0.573
O -1.493 0.974 -1.775
H -1.430 -3.330 -0.268

Formula: C23H27BN9O5PmS6Sb
Source: the OMol25 dataset
Level of theory: ωB97M-V with the def2-TZVPD basis set

As for the spin multiplicity: 6. As for the charge: -2. The HOMO energy (alpha / beta) is -0.0740 / -0.0635 hartree. As for the electronic energy: -136726.53745 eV. Its energy above the lowest of the compared OMol25 structures with the same formula, charge and spin is 46.4 kJ/mol.

Element x y z (Å)
N -1.047 -2.785 0.376
H -6.386 7.091 -1.183
N 0.372 -2.846 -1.810
Sb 0.413 2.667 3.844
S -2.901 2.095 0.965
H -6.704 5.109 0.423
C 1.061 -6.819 -0.719
C 2.761 2.825 -2.293
H 3.672 2.240 -2.165
H -3.296 1.728 -2.249
N 1.472 -2.571 0.444
C -0.390 -3.378 -2.791
H -2.850 6.782 -0.383
H 3.015 -0.056 1.604
H -1.144 -4.122 -2.582
C 0.995 -1.898 -3.610
H -5.613 2.991 1.154
C -2.267 -3.276 0.107
Pm -0.348 0.492 0.628
N 0.404 -4.762 -0.258
O -1.791 2.177 1.915
C -4.855 6.083 -0.057
H -4.255 -2.765 0.925
C -0.024 -2.796 -3.979
S 0.875 4.649 0.512
S 0.414 0.331 3.405
O 1.253 1.120 -1.046
H -4.826 7.923 -1.178
H 1.886 -5.017 -1.755
N 1.555 -1.246 0.713
H 1.564 -7.671 -1.146
C 3.451 -2.245 1.371
C -3.468 5.954 -0.051
H -5.863 7.974 0.251
C 0.104 2.868 -2.662
C 1.236 -5.493 -1.036
O -3.995 1.235 1.365
H -0.380 -7.627 0.810
N -0.320 -5.561 0.556
H 2.815 3.429 -3.201
B 0.283 -3.207 -0.303
H -0.833 2.343 -2.482
H 2.727 -4.254 0.725
C 2.603 -3.189 0.837
C -3.641 3.711 0.778
C -2.420 -1.717 1.641
H -0.448 -2.965 -4.955
C -2.397 -0.195 -1.869
C -3.187 -2.623 0.898
O -1.345 -0.509 -1.203
H 0.142 3.239 -3.690
S 2.338 3.113 5.018
H -4.032 0.800 -0.943
C 2.737 -1.043 1.267
C -2.859 4.775 0.352
H -1.775 4.680 0.339
C -3.079 1.094 -1.386
S 1.405 1.658 -2.437
C -5.622 5.017 0.402
H 4.428 -2.402 1.799
S 1.245 2.880 1.345
N -2.226 1.769 -0.405
H 1.564 -1.231 -4.242
H -2.733 -1.021 2.405
C -5.024 3.833 0.813
C -5.518 7.340 -0.570
H 2.569 3.441 -1.413
C 0.068 -6.796 0.283
O -2.900 -0.804 -2.808
H -2.411 -4.057 -0.620
N -1.134 -1.813 1.313
N 1.229 -1.932 -2.307
H 0.227 3.665 -1.929

Formula: C9H20Cl2Si
Source: the OMol25 dataset
Level of theory: ωB97M-V with the def2-TZVPD basis set

The HOMO energy is -0.3803 hartree. As for the electronic energy: -42582.68786 eV. As for the SMILES: CC(C)CCCCC[Si](C)(Cl)Cl. Its energy above the lowest of the compared OMol25 structures with the same formula, charge and spin is 60.1 kJ/mol.

Element x y z (Å)
H -1.047 3.221 -1.649
H 2.806 -3.118 4.116
C -0.185 0.848 -0.244
H -0.636 1.588 0.429
Si 0.474 -3.076 3.482
H 0.551 -0.350 1.946
C 0.835 2.879 -2.676
C -0.582 -2.220 2.174
Cl -0.709 -2.947 5.150
H -0.860 2.869 -4.562
H -1.489 -1.731 2.477
C -0.747 1.064 -1.674
H -1.763 -0.452 0.569
C 2.241 -2.362 3.610
H 2.716 -2.017 2.728
Cl 0.686 -5.162 2.910
H -0.859 -3.061 1.530
C -0.684 -0.526 0.194
C 0.150 -1.203 1.276
H 1.103 -1.612 0.947
H 1.549 2.532 -1.919
H 1.165 2.281 -3.479
H -0.114 0.354 -2.247
H 0.930 3.964 -2.924
C -1.389 2.404 -3.747
H 2.059 -1.548 4.396
H -1.654 1.336 -4.066
H -0.686 -1.180 -0.709
H -1.799 0.874 -1.815
H 0.911 0.974 -0.178
H -2.335 2.933 -3.682
C -0.637 2.442 -2.360

Formula: C24H46FN4O4S
Source: the OMol25 dataset
Level of theory: ωB97M-V with the def2-TZVPD basis set

As for the charge: +1. The HOMO energy is -0.3854 hartree. As for the electronic energy: -53313.71870 eV.

Element x y z (Å)
C -1.544 -3.475 2.237
C -8.092 -1.985 1.669
C 0.685 2.348 -3.149
C 3.366 2.440 -2.495
H 4.024 -0.519 -2.455
H -1.806 -3.991 1.193
C 1.045 4.081 4.255
H -0.355 -3.487 2.286
H 3.029 2.840 -1.437
C -0.973 -0.790 2.575
H 0.701 3.317 -2.452
H 5.800 -2.409 -4.863
H 0.565 2.666 -4.288
H -9.124 -1.661 1.828
H 0.353 4.297 3.310
N -0.557 1.465 5.022
H -3.666 0.033 0.754
H -7.358 -0.219 2.707
H 0.431 4.815 6.329
H -0.748 0.542 0.046
N -1.525 0.601 2.787
H -2.580 2.316 -1.929
H 2.390 1.207 -4.172
H 3.572 3.307 -3.264
C 4.183 -3.825 -3.912
C 2.133 1.524 -3.071
C 5.634 -3.061 -3.883
C 2.938 -2.982 -3.259
N -2.361 1.326 1.908
H 4.216 -4.913 -3.438
O -5.388 -2.524 -0.201
H -1.309 1.168 -3.711
H -8.031 -3.072 1.777
H 1.948 -3.636 -3.373
H -2.019 -4.124 3.092
H 0.036 0.646 5.275
H -1.680 2.924 6.307
H 5.143 -2.325 -1.669
H -1.965 -0.365 -1.128
H 3.058 -2.809 -2.093
H 6.827 -0.676 -3.956
H 2.762 -1.950 -3.797
N -2.107 2.929 3.671
H 2.222 4.067 4.183
C 4.783 1.633 -2.285
H 2.018 0.513 -2.450
H -0.069 2.216 7.032
H 3.911 -3.991 -5.060
H 4.577 0.273 -4.176
H -7.094 -1.741 3.603
H -0.219 -0.834 1.651
O -5.844 -1.390 1.977
H -0.959 2.738 -0.905
C -1.328 1.619 3.900
S -6.054 -1.371 0.360
H 4.867 1.397 -1.119
C 0.352 3.908 5.561
F -0.238 -1.365 3.725
C -2.778 2.728 2.330
H 5.714 2.305 -2.600
C -1.770 0.637 -0.554
H -0.168 0.285 -2.482
H -3.461 3.417 1.674
C -0.583 1.347 -2.803
C -7.117 -1.283 2.611
C 5.943 -2.209 -2.516
H 6.964 -2.619 -2.062
H -3.636 1.808 0.118
H 7.003 -0.101 -2.163
H 6.463 -3.913 -3.941
O -7.661 -1.645 0.352
O -5.824 -0.022 -0.109
H -2.445 -1.751 1.048
C -1.529 1.938 -1.577
H -3.124 -1.784 2.822
C -0.558 2.627 6.027
C 6.254 -0.623 -2.918
C -2.930 0.953 0.559
C -2.148 -1.918 2.191
C 4.816 0.158 -3.033

Formula: C2H4CsO2
Source: the OMol25 dataset
Level of theory: ωB97M-V with the def2-TZVPD basis set

As for the charge: +1. The HOMO energy is -0.4550 hartree. As for the electronic energy: -6770.37660 eV. Its energy above the lowest of the compared OMol25 structures with the same formula, charge and spin is 0.0 kJ/mol.

Element x y z (Å)
O 1.752 -0.399 -0.096
Cs -2.356 0.648 1.574
H 4.401 -2.128 -0.957
H 2.244 0.315 -0.677
C 2.534 -1.551 -0.254
H 1.918 -2.387 -0.579
H 4.372 -0.523 -0.032
O 0.392 -0.585 -0.538
C 3.814 -1.300 -0.558